Entry 1:
97
Properties=species:S:1:pos:R:3:mulliken_charge:R:1 method="wB97M-V/def2-TZVPD" orbital_gap_ev=6.804 relative_energy_ev=0.957 total_energy_ev=-97093.837 charge=0
Cl -1.32031 -7.87270 0.58386 -0.260
S 1.02891 -2.37576 -3.97936 0.261
Mg 0.62382 -0.79108 0.46691 2.139
O 0.34012 -2.72834 -2.70044 -0.565
O -0.81550 -2.05637 0.13483 0.284
O -1.29365 -1.21095 3.13770 -0.732
O -0.58888 2.51959 0.65982 -0.638
N -0.03789 3.72063 -3.45605 -0.411
N -2.47873 0.74960 2.96417 0.153
N -0.69813 0.44835 1.61975 0.192
N 1.69873 -2.35726 1.43448 1.005
N 1.29340 2.05046 -2.61424 -0.780
N -2.00216 0.17456 -1.31057 0.185
N 0.27822 0.34299 -1.34126 0.716
N 2.24593 0.26153 1.51318 0.496
N -1.08445 1.96618 -2.42355 -0.701
N 2.57218 -0.96921 -1.16357 0.616
C 4.92673 -0.06270 -2.31724 -0.764
C 3.89011 -2.82459 2.51361 -0.618
C 0.10296 -4.11449 0.90568 0.287
C -5.96998 2.03899 0.99328 -0.917
C -3.59250 2.26522 1.36724 -0.255
C -0.92566 0.86617 -1.68284 -0.696
C 0.13703 -0.92234 -4.63245 -0.201
C 5.29551 -0.98257 3.19792 -0.817
C -2.09546 -5.39005 -0.23653 -0.627
C -1.13085 -6.14081 0.45488 -0.003
C 2.40822 1.55560 1.60881 -0.128
C -0.87542 -3.32936 0.22150 0.420
C 4.86712 -1.30804 -1.71716 -1.040
C 4.33955 -0.07561 2.67950 1.120
C 3.52894 2.14258 2.23548 -1.382
C 1.31917 0.94319 -1.90337 0.370
C -3.48894 2.96557 0.16848 0.121
C -1.97128 -4.03517 -0.34924 -0.887
C 1.28993 -3.58015 1.50046 0.215
C -2.37729 2.00615 2.26636 3.388
C 2.62829 0.21489 -1.78201 -0.261
C -1.46940 -0.12475 2.62942 -0.543
C 0.04758 2.55010 -2.78732 0.041
C -0.89054 -2.76476 -5.83177 -0.648
C 0.35182 -3.44885 -5.27764 -0.707
C -1.90990 5.40362 4.91144 -0.471
C 5.07301 -2.32334 3.10230 -1.087
C 2.92870 -1.97939 2.02479 0.286
C -4.61568 3.18564 -0.61352 -0.863
C -2.42928 4.20920 5.38608 -0.941
C -4.84388 1.80929 1.76928 -0.359
C 3.17551 -0.57039 2.07193 -0.268
C 4.49183 1.33101 2.74920 -0.847
C -5.85909 2.72664 -0.20641 -0.555
C -1.52819 5.49552 3.58100 -1.014
C 3.78001 0.71693 -2.36246 -0.723
C -1.10747 1.70331 1.42463 -0.743
C -0.05935 -5.51382 1.01569 -1.403
C -2.55835 3.11966 4.53672 -0.315
C -1.66045 4.40738 2.73101 0.030
C -0.49252 -1.29682 -5.97012 -0.779
C 3.66754 -1.71569 -1.15012 -0.504
C -2.16900 3.20118 3.20432 -0.525
H 1.12388 -3.56634 -6.04067 0.377
H -6.93298 1.67319 1.32488 0.403
H -4.51566 3.71921 -1.55051 0.411
H 1.88214 -4.31456 2.05092 0.058
H 6.19399 -0.59792 3.66319 0.425
H -2.73468 4.11933 6.42040 0.400
H -3.10566 0.52580 3.71399 0.320
H -0.91782 4.20452 -3.43473 0.255
H 0.23729 -1.18640 -6.77665 0.313
H -6.73432 2.90135 -0.81840 0.403
H 0.18082 -4.40773 -4.79000 0.403
H 0.80747 4.24869 -3.57787 0.242
H -2.71188 -3.45406 -0.88235 0.459
H 1.62299 2.16541 1.16882 0.463
H -1.80668 6.25464 5.57158 0.392
H -1.21431 -3.20559 -6.77467 0.391
H 3.75507 -3.89559 2.46070 0.358
H 5.84892 0.29507 -2.75618 0.478
H 3.60435 3.21947 2.28795 0.498
H 5.73115 -1.95656 -1.67967 0.505
H -1.36279 4.48273 1.69568 0.444
H 5.37378 1.74349 3.22479 0.442
H -1.71050 -2.86400 -5.11729 0.265
H -2.94240 -5.90099 -0.67669 0.432
H 3.75532 1.68470 -2.84080 0.576
H 3.57910 -2.67697 -0.65833 0.551
H -4.95039 1.25594 2.69278 0.314
H -2.52042 3.31651 -0.15837 0.312
H -2.95508 2.19587 4.93602 0.238
H -1.12555 6.42422 3.19668 0.399
H -0.62379 -0.76036 -3.86635 -0.061
H -1.33671 -0.64791 -6.20370 0.340
H 0.68410 -6.09310 1.54986 0.429
H -2.89818 0.62929 -1.37786 0.246
H -1.87925 -0.67214 -0.75573 0.173
H 5.80279 -3.02305 3.48659 0.403
H 0.80525 -0.06254 -4.66447 0.598

=====

Entry 2:
92
Properties=species:S:1:pos:R:3:mulliken_charge:R:1 method="wB97M-V/def2-TZVPD" orbital_gap_ev="6.815 / 6.817" relative_energy_ev=1.505 total_energy_ev=-145730.857 charge=0
Pt -0.29285 0.15594 0.00718 3.653
Br 2.48353 -0.86801 -0.07228 -0.057
P 0.04615 -0.09425 2.20794 -0.541
F 1.38765 0.52778 4.86548 -0.383
F 5.84518 0.37441 3.58187 -0.291
F 3.94568 0.79966 5.45236 -0.290
F 5.15951 -0.36461 1.10714 -0.321
O -3.54803 0.97295 0.48946 -0.736
O -1.58209 2.05424 0.36349 -0.622
N -1.68405 -1.40330 -0.38925 0.218
N -0.49178 0.31222 -2.03303 0.479
C -1.96709 1.05960 3.71609 -0.447
C -4.25428 5.49679 -0.04255 -1.156
C -0.14948 -4.08856 2.83460 -0.648
C -2.50019 -2.25441 0.23240 -0.325
C -0.58206 3.43796 4.10874 -1.076
C -3.65316 4.35425 0.47095 0.671
C -2.52767 2.07288 4.48053 -1.014
C -3.88600 2.04093 -2.54362 -1.362
C 1.55307 0.90138 -5.08398 -0.545
C -3.24308 -2.14892 -1.88365 -1.388
C -0.54386 -4.20680 4.15980 -0.649
C 4.56435 0.25093 3.26439 0.452
C -0.69267 1.22156 3.18458 0.629
C 0.87542 0.23611 -4.06153 0.091
C -3.47190 -2.75701 -0.65960 -0.917
C -0.68335 -1.81050 4.33737 -0.567
C 4.19308 -0.11791 1.98783 0.416
C 2.85646 -0.23507 1.65820 0.244
C -2.87118 1.96010 0.20994 -0.695
C -3.53351 3.21554 -0.33129 0.486
C 1.74700 2.26807 -5.04842 -1.070
C -4.60730 4.40948 -2.12878 -1.065
C 2.21674 -1.86412 -3.66602 -0.901
C -3.14672 4.33010 1.88650 -0.747
C 1.28515 2.98881 -3.95759 -0.946
C -4.01837 3.24284 -1.64070 1.295
C -2.14265 -1.30474 -1.68754 -0.504
C 0.87354 -1.28459 -4.11988 -0.787
C 0.59204 2.37568 -2.92052 0.872
C -5.35320 6.81405 -1.89603 -1.570
C -1.83096 3.25317 4.69103 -0.498
C -0.80988 -3.06773 4.91024 -0.743
C -1.46974 -0.41678 -2.51195 0.378
C 3.59666 0.46937 4.21426 0.348
C -0.31683 -1.68788 2.99562 1.327
C -0.01596 2.42598 3.34808 -0.417
C -4.73442 5.54787 -1.34760 0.618
C 0.34328 0.99346 -3.00001 -0.300
C -0.03702 -2.83217 2.25206 -0.473
C 2.26250 0.33540 3.87602 -0.128
C 1.07090 2.90894 -0.52865 -0.135
C 1.85179 0.01816 2.59241 -0.179
C 0.17445 3.19434 -1.73182 0.068
H -0.63947 -5.18681 4.61175 0.389
H -2.07521 4.12982 1.90238 -0.072
H 0.23610 4.25438 -1.98288 0.726
H -4.35684 6.37243 0.59620 0.354
H 0.96404 2.57116 2.90528 0.416
H 2.22112 -2.95490 -3.73194 0.410
H 0.91740 1.84518 -0.24934 -0.366
H -2.52792 0.15118 3.53303 0.578
H 2.42517 -1.58334 -2.63216 -0.090
H -5.96877 6.60678 -2.77305 0.377
H -4.24919 -3.46572 -0.41341 0.443
H -4.04931 1.11452 -1.99279 0.198
H -0.86815 -0.92944 4.93751 0.442
H 0.08587 -1.72637 -3.51786 -0.006
H 0.25718 -2.73919 1.21435 0.183
H 2.13408 3.00762 -0.76847 0.463
H -2.40302 -2.47025 1.28204 0.503
H -0.04803 4.36972 4.24716 0.406
H -3.33873 5.27913 2.39334 0.386
H 1.45184 4.05893 -3.90392 0.433
H -3.80592 -2.26293 -2.80013 0.535
H -1.10928 -3.15638 5.94733 0.442
H 0.81440 3.52756 0.33166 0.315
H -3.62648 3.53311 2.45880 0.293
H -2.27315 4.04333 5.28656 0.425
H -4.58405 7.53184 -2.19650 0.273
H -4.98465 4.42145 -3.14924 0.360
H 0.68519 -1.59244 -5.15050 0.596
H -0.85288 2.98202 -1.45013 -0.636
H -4.59924 2.09578 -3.36780 0.477
H 1.94255 0.31810 -5.91463 0.483
H 3.03742 -1.47905 -4.27513 0.350
H -1.72942 -0.33614 -3.56313 0.423
H 2.26529 2.76880 -5.85686 0.401
H 0.05944 -4.97314 2.24516 0.460
H -5.98199 7.30555 -1.14995 0.375
H -3.51772 1.94058 4.90167 0.398
H -2.88168 2.00211 -2.98170 0.103